A gas-phase ion, C4H8N3 (charge +1) at a distorted geometry. Source: the Open Molecules 2025 dataset; level of theory: ωB97M-V/def2-TZVPD.

Calculated values
Net charge: +1
Gap between HOMO and LUMO, eV: 8.23
LUMO level, eV: -5.9
Strongest force on any atom, eV Å⁻¹: 4.488
SMILES: [H]/N=C1/C=[NH+]CCN1

```
15
Properties=species:S:1:pos:R:3:lowdin_charge:R:1
H -0.6909 -2.5344 1.6830 0.080
N -1.2701 -1.9793 1.0699 0.201
C -0.5539 -1.0175 0.6627 -0.390
C -1.4200 -0.0379 -0.1601 0.168
N -0.9304 0.9850 -0.8643 0.138
C 0.4936 1.0027 -0.9826 -0.146
C 1.1722 0.5593 0.3025 -0.163
N 0.7810 -0.7783 0.6606 0.064
H -2.4207 -0.1026 0.0720 0.125
H -1.5762 1.2731 -1.5742 0.177
H 0.9712 1.9826 -1.2786 0.169
H 0.8107 0.2717 -1.6454 0.118
H 2.2321 0.6434 -0.0120 0.145
H 1.0809 1.3100 1.1615 0.158
H 1.3204 -1.5779 0.9050 0.154
```

***

2 unconnected molecules or ions with the total composition C4H8N3 at a distorted geometry. Source: the Open Molecules 2025 dataset; level of theory: ωB97M-V/def2-TZVPD.

Calculated values
Net charge: +1
Gap between HOMO and LUMO, eV: 6.70
LUMO level, eV: -7.4
Strongest force on any atom, eV Å⁻¹: 5.626

```
15
Properties=species:S:1:pos:R:3:lowdin_charge:R:1
C -2.9788 -0.5999 -0.1936 -0.078
C -1.5459 0.9617 0.1385 -0.211
C 2.7747 -0.2005 -0.0644 -0.053
C 1.7279 0.7359 0.1683 0.297
N -2.8700 0.7134 0.0760 0.099
N -1.7336 -1.1000 -0.1776 0.037
N -0.8628 -0.1423 0.0602 -0.020
H -3.8647 -1.0766 -0.2126 0.100
H -1.0344 1.9010 0.3812 0.126
H 2.8233 -0.9487 0.6549 0.072
H 3.8362 0.2065 -0.0365 0.145
H 2.6501 -0.7384 -1.0677 0.183
H 1.9144 1.6998 -0.3002 0.118
H 0.7122 0.6287 0.5556 0.036
H -1.5486 -2.0407 0.0180 0.149
```

***

A gas-phase ion, C4H8N3 (charge +1) at a distorted geometry. Source: the Open Molecules 2025 dataset; level of theory: ωB97M-V/def2-TZVPD.

Calculated values
Net charge: +1
Gap between HOMO and LUMO, eV: 8.85
LUMO level, eV: -5.2
Strongest force on any atom, eV Å⁻¹: 4.704
SMILES: [H]/N=C1/C=[NH+]CCN1

```
15
Properties=species:S:1:pos:R:3:lowdin_charge:R:1
H -2.9187 -0.7517 -0.6514 0.080
N -2.5282 0.0477 -0.1695 0.202
C -1.3023 -0.1056 0.1449 -0.411
C -0.6011 1.2173 0.3383 0.090
N 0.6161 1.3654 -0.0204 0.104
C 1.4539 0.1677 -0.2897 -0.114
C 0.8195 -1.0457 0.3271 -0.183
N -0.5066 -1.1442 -0.1237 0.047
H -1.2353 1.9238 0.8370 0.154
H 1.0208 2.2792 -0.2070 0.187
H 2.4845 0.5990 -0.0264 0.167
H 1.4522 0.2053 -1.4492 0.169
H 1.3818 -2.0061 0.1793 0.160
H 0.9386 -0.7957 1.4702 0.170
H -1.0753 -1.9563 -0.3596 0.177
```

***

A molecular structure, C4H8N3O at a distorted geometry. Source: the Open Molecules 2025 dataset; level of theory: ωB97M-V/def2-TZVPD.

Calculated values
Net charge: +1
Gap between HOMO and LUMO, eV: 8.35
LUMO level, eV: -4.1
Strongest force on any atom, eV Å⁻¹: 4.389

```
16
Properties=species:S:1:pos:R:3:lowdin_charge:R:1
C 1.8328 -1.3022 0.0358 0.003
C 0.5048 -1.2415 -0.2851 -0.133
C 2.6253 -0.1184 -0.1123 -0.517
C 0.8086 1.2382 0.5067 0.018
N 1.8584 1.0681 -0.2989 0.063
N -0.2595 -0.1935 -0.0040 -0.067
N -1.6120 -0.1487 -0.5317 0.211
O 3.8066 -0.1051 -0.1410 0.141
H 2.3022 -2.2855 0.3387 0.153
H -0.0253 -2.0484 -0.7876 0.132
H 0.8787 0.8840 1.5928 0.167
H 0.3646 2.1379 0.4498 0.083
H 2.2541 1.8074 -0.9181 0.195
H -1.8579 0.6375 -1.1114 0.167
H -2.2012 -0.0774 0.3497 0.211
H -1.8737 -1.0169 -1.0126 0.174
```

***

A gas-phase ion, C4H8N3O2 (charge +1) at a distorted geometry. Source: the Open Molecules 2025 dataset; level of theory: ωB97M-V/def2-TZVPD.

Calculated values
Net charge: +1
Gap between HOMO and LUMO, eV: 11.30
LUMO level, eV: -3.2
Strongest force on any atom, eV Å⁻¹: 4.141
SMILES: Cc1n[n+](C)c(ON)o1

```
17
Properties=species:S:1:pos:R:3:lowdin_charge:R:1
C -1.8992 0.9447 -2.0995 0.051
C -1.1468 0.4988 -0.9124 -0.263
N -1.5197 0.2818 0.3216 0.223
N -0.4228 -0.2051 0.9755 -0.035
C -0.2448 -0.5493 2.3346 0.026
C 0.6063 -0.0690 0.1155 -0.269
O 1.8308 -0.4248 0.5519 0.018
N 2.7842 -0.4321 -0.5525 0.137
O 0.2279 0.3945 -1.0423 0.232
H -2.8101 1.4301 -1.6872 0.129
H -1.1656 1.3628 -2.7416 0.094
H -2.2868 0.1298 -2.6759 0.097
H -1.0763 -1.0878 2.7442 0.110
H 0.7233 -0.9706 2.4494 0.095
H -0.2022 0.2277 3.1054 0.122
H 3.6919 -0.0954 -0.2289 0.119
H 2.9099 -1.4360 -0.6577 0.113
```

***

2 unconnected molecules or ions with the total composition C4H8N4 at a distorted geometry. Source: the Open Molecules 2025 dataset; level of theory: ωB97M-V/def2-TZVPD.

Calculated values
Gap between HOMO and LUMO, eV: 9.22
LUMO level, eV: 0.6
Strongest force on any atom, eV Å⁻¹: 5.083

```
16
Properties=species:S:1:pos:R:3:lowdin_charge:R:1
C 2.1857 1.2440 -0.2803 -0.165
C 0.9960 1.6314 -0.7828 -0.100
C 1.0335 -0.5564 -0.5566 -0.216
C -1.1848 0.4851 -1.1698 -0.026
N 2.2246 -0.1415 -0.2266 0.039
N 0.2446 0.4813 -0.8884 -0.161
N -1.3191 -1.8015 2.2604 -0.190
N -1.7679 -0.8515 1.7425 0.002
H 3.1347 1.7296 -0.1555 0.087
H 0.5451 2.6406 -1.0697 0.136
H -1.3043 -0.3689 -1.8505 0.096
H -1.6206 0.2969 -0.2181 0.017
H -1.4572 1.5180 -1.5160 0.104
H -0.3166 -2.2002 2.3430 0.126
H -2.0255 -2.6073 2.8333 0.157
H 0.6315 -1.4996 -0.4649 0.093
```

***

The calculation returns the following E_HOMO values, one per record and in order: -14.10, -14.08, -14.01, -12.48, -14.54, -8.58 eV.